Below is C17H27N2O10V as an isolated structure, with properties calculated with ωB97M-V/def2-TZVPD.

Results
- E_HOMO (alpha / beta): -18.42 / -18.42 eV
- Lowest unoccupied orbital energy (alpha / beta): -0.47334 / -0.44735 hartree
- Multiplicity: 2
- Energy relative to the best compared isomer or geometry (same formula, charge and spin): 0.10 kcal per mole
- M: 470.35 g mol⁻¹
- Net charge: +3
- HOMO-LUMO gap (alpha / beta): 5.54 / 6.25 eV

XYZ file:
```
57
Properties=species:S:1:pos:R:3:nbo_charge:R:1
V 0.5494 0.0777 0.1167 1.89
C -0.8154 2.6791 -1.0829 -0.10
C -0.3730 3.0197 0.3117 -0.10
O -0.4391 1.8130 1.1086 -0.58
C -1.6208 1.7456 1.9730 -0.09
C -2.8443 1.3186 1.2012 -0.11
O -2.6065 0.0599 0.5723 -0.56
C -2.7701 -1.0495 1.4614 -0.11
C -1.4963 -1.8658 1.4989 -0.08
O -0.3540 -0.9387 1.6418 -0.58
C 0.5516 -1.2884 2.7437 -0.09
C 1.3755 -0.0625 3.0218 -0.09
O 1.8211 0.3614 1.7178 -0.56
C 2.8752 1.3528 1.6325 -0.08
C 3.2772 1.3334 0.1803 -0.09
O 2.0163 1.3176 -0.5532 -0.57
C 2.0221 1.9072 -1.8882 -0.10
C 0.7365 1.4029 -2.4966 -0.09
O -0.2425 1.3732 -1.4189 -0.55
H -0.4775 3.4173 -1.8089 0.24
H -1.8926 2.5698 -1.1777 0.23
H -0.9978 3.7930 0.7573 0.25
H 0.6620 3.3564 0.3462 0.22
H -1.7454 2.7254 2.4337 0.24
H -1.3670 1.0304 2.7500 0.21
H -3.1163 2.0299 0.4231 0.21
H -3.6998 1.2647 1.8797 0.24
H -3.5951 -1.6791 1.1212 0.25
H -3.0173 -0.6940 2.4631 0.21
H -1.3294 -2.4528 0.6009 0.21
H -1.4882 -2.5361 2.3565 0.25
H 1.1622 -2.1338 2.4251 0.24
H -0.0505 -1.5614 3.6093 0.25
H 2.2432 -0.3092 3.6348 0.26
H 0.8097 0.7465 3.4861 0.22
H 3.7021 1.0481 2.2745 0.26
H 2.4777 2.3151 1.9597 0.22
H 3.8287 0.4325 -0.0900 0.24
H 3.8391 2.2244 -0.0980 0.26
H 2.8996 1.5572 -2.4326 0.26
H 2.0677 2.9905 -1.7696 0.23
H 0.8380 0.3775 -2.8486 0.23
H 0.3682 2.0199 -3.3144 0.26
O 0.7316 -4.8071 -3.3294 -0.61
C -0.4142 -4.1466 -3.4425 0.77
O -1.2906 -4.4536 -4.1862 -0.48
C -0.6118 -2.9061 -2.5993 -0.18
C -1.8020 -2.1748 -2.6563 0.11
N -1.6917 -1.1378 -1.8206 -0.29
N -0.5002 -1.1378 -1.2116 -0.36
C 0.1549 -2.2093 -1.6792 0.04
C 1.4702 -2.3532 -1.0334 0.76
O 2.2894 -3.1889 -1.1807 -0.40
O 1.6254 -1.2983 -0.1366 -0.69
H 1.3410 -4.4465 -2.6671 0.50
H -2.6907 -2.3658 -3.2409 0.30
H -2.3954 -0.4631 -1.5398 0.47
```